ORCA calculation (ωB97M-V with the def2-TZVPD basis set) on a structure of composition C36H32Cl5N7O5S2Sn at a distorted geometry.

The geometry in XYZ format:
```
88
Properties=species:S:1:pos:R:3:forces:R:3
Sn 0.33470 -0.15020 0.01120 -0.2 0.2 0.5
C 3.56430 -1.90900 6.63320 -0.1 -0.2 -0.1
O 4.10890 -0.70290 7.10900 0.0 0.5 0.0
C 3.41810 0.45120 6.81010 0.1 0.0 0.1
C 2.13900 0.48640 6.26640 0.2 -0.4 0.1
C 1.53110 1.69360 5.99860 0.1 0.5 0.0
C 2.17960 2.90440 6.26450 0.3 -1.3 0.0
C 3.44620 2.85520 6.86520 -0.3 0.1 -0.3
C 4.06210 1.64990 7.11400 0.1 -0.3 0.0
N 1.54380 4.12840 6.18810 -0.2 1.4 0.4
N 0.70070 4.48440 5.33090 0.0 0.7 0.7
C 0.42440 3.88120 4.14300 -0.4 -0.6 -1.0
C -0.91030 4.01250 3.72810 0.5 -0.1 0.4
C -1.44040 3.28310 2.69470 -0.3 -0.2 -0.2
C -0.65070 2.39960 1.92210 -0.5 0.3 0.3
O -1.16010 1.64250 1.05380 0.3 -0.6 -0.5
C 0.78270 2.45690 2.16920 0.1 0.3 0.4
N 1.55620 1.81750 1.28900 0.0 -0.3 -0.4
C 2.85690 1.82130 1.43270 0.1 0.0 -0.3
C 3.48920 2.52040 2.45970 -0.1 0.2 0.3
C 2.71880 3.20130 3.37000 0.2 -0.1 -0.1
C 1.31720 3.16600 3.27150 -0.2 0.0 -0.1
H 4.32610 -2.66750 6.81460 -0.1 0.0 0.0
H 3.34500 -1.85380 5.56210 0.0 0.0 0.0
H 2.65090 -2.17930 7.17900 0.0 0.0 -0.1
H 1.59910 -0.41550 6.03100 0.0 -0.2 -0.1
H 0.52900 1.70160 5.59280 0.0 0.0 -0.1
H 3.93920 3.78610 7.10790 0.0 0.1 0.1
H 5.04810 1.61150 7.55600 0.1 0.0 0.0
H -1.55340 4.63130 4.34020 0.0 0.1 0.1
H -2.50110 3.32120 2.47820 0.0 0.0 -0.1
H 3.41590 1.27500 0.68660 0.1 -0.1 0.0
H 4.56630 2.51670 2.53360 0.1 0.0 0.0
H 3.18820 3.78190 4.15080 0.0 0.0 0.0
Cl -1.53620 1.31270 -2.38330 0.3 0.8 0.0
C -2.17700 -0.28540 -2.45870 0.0 -0.9 0.4
C -1.72820 -1.20110 -1.51070 -0.5 0.0 -0.3
C -2.30760 -2.46190 -1.61000 0.1 0.8 -0.1
Cl -1.82010 -3.68220 -0.48550 0.1 -0.6 0.4
C -3.25940 -2.80740 -2.56270 0.0 0.0 0.0
Cl -3.96870 -4.38520 -2.59420 -0.1 -0.2 -0.1
C -3.64960 -1.86140 -3.50160 0.0 0.0 0.0
Cl -4.81360 -2.26100 -4.71400 -0.1 0.0 -0.1
C -3.10010 -0.58630 -3.45140 0.0 0.0 0.0
Cl -3.57990 0.59570 -4.61850 -0.1 0.2 -0.2
C 3.18020 -3.88090 -0.96630 -0.1 0.0 0.1
N 3.40920 -3.67670 -2.38330 0.2 0.0 0.0
C 3.79570 -4.90530 -3.05200 0.1 0.0 -0.1
C 2.36180 -3.02840 -3.07320 -0.2 -0.1 -0.3
S 0.77630 -3.28320 -2.70170 -0.4 -0.1 0.3
N 2.76280 -2.27060 -4.10420 0.2 -0.1 0.2
C 1.82000 -1.63010 -4.98510 -0.3 0.0 -0.3
C 4.11660 -1.79000 -4.22010 0.4 0.1 -0.1
H 4.11920 -4.21620 -0.52090 0.0 0.0 0.0
H 2.39970 -4.62580 -0.77700 0.0 0.0 0.0
H 2.88230 -2.93860 -0.51220 0.0 -0.1 0.1
H 3.01890 -5.67930 -2.95310 0.0 0.0 0.0
H 4.72130 -5.28300 -2.61330 0.0 0.0 0.0
H 3.96220 -4.71700 -4.11240 0.0 0.0 0.0
H 0.84490 -2.10550 -4.88280 0.1 0.1 -0.1
H 2.18490 -1.73420 -6.01080 0.0 0.1 0.0
H 1.72480 -0.57010 -4.73450 0.0 0.0 0.0
H 4.70870 -2.18730 -3.39990 0.0 0.1 -0.1
H 4.11350 -0.69870 -4.16180 0.0 0.0 0.0
H 4.55320 -2.09970 -5.17540 0.0 0.0 0.0
C -3.37600 -0.64830 1.88260 0.2 0.1 -0.1
C -2.30510 -1.66980 2.12860 -0.3 0.2 -0.2
O -1.21540 -1.59010 1.61140 0.1 0.0 0.2
C -2.60380 -2.83030 3.01430 0.3 -0.4 0.2
C -3.88870 -3.28800 3.29110 0.2 0.2 -0.1
C -4.06860 -4.39870 4.09560 -0.1 -0.1 0.1
C -2.97360 -5.05620 4.63280 0.0 0.0 0.1
C -1.69170 -4.60030 4.36910 0.0 0.0 0.0
C -1.50690 -3.49780 3.55870 -0.1 0.1 -0.1
H -2.88390 0.28110 1.59840 0.0 0.1 0.0
H -4.01510 -0.50540 2.75100 -0.1 0.0 0.0
H -3.97640 -0.98060 1.03420 -0.1 -0.1 -0.1
H -4.74550 -2.79360 2.85920 -0.1 0.1 0.0
H -5.06760 -4.75450 4.30890 -0.1 0.0 0.0
H -3.12010 -5.92670 5.25730 0.0 -0.1 0.1
H -0.83710 -5.10570 4.79600 0.1 0.0 0.0
H -0.52060 -3.12480 3.32490 0.1 0.0 0.0
S 2.28590 0.36680 -2.15800 -0.4 -1.0 -0.1
C 2.98170 1.84450 -2.10690 0.4 0.6 -0.1
N 3.51990 2.87070 -2.12810 0.2 0.6 0.1
O 1.09520 -0.52150 2.86250 0.2 -0.3 -0.6
N 2.03930 -1.24700 2.51020 0.2 -0.1 0.5
O 2.25030 -1.35980 1.27300 -0.5 0.3 0.2
```
Positions in Å, forces in eV/Å.

LUMO energy	3.905	eV
E	-148632.09316	eV
net charge	-2
energy above the lowest of the compared OMol25 structures with the same formula, charge and spin	0.416	eV